Record 1
# C32H49ClNO3PSTm

A molecular structure, C32H49ClNO3PSTm at a distorted geometry (wB97M-V/def2-TZVPD, the OMol25 dataset).

Positions of all 89 atoms, in Å:
Tm: 0.5415 0.1078 2.2674
P: 0.5779 -0.2185 -0.9190
Cl: 3.0516 -0.0768 1.8763
C: 0.6734 0.5084 4.2059
H: 1.6381 0.4382 4.7323
H: -0.1586 0.8306 4.8432
C: 1.7591 -1.3262 -1.8632
C: 0.8576 1.5252 -1.5574
C: 3.2098 -0.8683 -1.6633
H: 1.6282 -2.2840 -1.3239
C: 4.1850 -1.9487 -2.1447
H: 3.3844 0.0549 -2.2376
H: 3.3944 -0.6381 -0.6039
C: 3.9253 -2.3404 -3.6033
H: 5.2138 -1.5898 -2.0255
H: 4.0697 -2.8314 -1.5015
C: 2.4504 -2.6527 -3.8869
H: 4.2504 -1.5195 -4.2559
H: 4.5368 -3.2118 -3.8626
C: 1.4839 -1.5874 -3.3479
H: 2.2918 -2.7682 -4.9658
H: 2.1948 -3.6137 -3.4193
H: 1.6087 -0.6553 -3.9187
H: 0.4517 -1.9239 -3.5110
C: -1.1540 -0.7666 -1.4299
C: 0.9413 1.7463 -3.0681
H: -0.0441 2.0108 -1.1429
C: 0.8133 3.2454 -3.3618
H: 1.9150 1.3850 -3.4346
H: 0.1671 1.1978 -3.6172
C: 1.8527 4.0871 -2.6113
H: 0.9049 3.4141 -4.4417
H: -0.1936 3.5733 -3.0683
C: 1.9886 3.7221 -1.1291
H: 2.8291 3.9610 -3.0976
H: 1.5924 5.1478 -2.7007
C: 2.0699 2.2081 -0.8998
H: 2.8783 4.2007 -0.7022
H: 1.1226 4.1063 -0.5726
H: 3.0000 1.8147 -1.3361
H: 2.1169 1.9971 0.1771
C: -1.2982 -2.2909 -1.2893
H: -1.7815 -0.2975 -0.6481
C: -2.7342 -2.7509 -1.5693
H: -0.6086 -2.7974 -1.9817
H: -1.0051 -2.5994 -0.2741
C: -3.2790 -2.2133 -2.8966
H: -2.7712 -3.8466 -1.5656
H: -3.3790 -2.4038 -0.7501
C: -3.1163 -0.6958 -3.0174
H: -2.7523 -2.7007 -3.7279
H: -4.3377 -2.4777 -2.9950
C: -1.6719 -0.2412 -2.7705
H: -3.4368 -0.3584 -4.0103
H: -3.7599 -0.1974 -2.2793
H: -1.0339 -0.6007 -3.5920
H: -1.6403 0.8574 -2.7825
C: 0.5996 -2.1373 2.8150
C: 0.2651 -1.3701 3.8767
H: 1.6117 -1.9770 2.3762
C: -1.1785 -1.6198 4.4855
H: 0.9496 -1.6131 4.7133
C: -1.4044 -3.1201 4.6076
H: -1.2556 -1.1193 5.4569
H: -1.9200 -1.1625 3.8172
C: -1.2974 -3.8053 3.2474
H: -0.6425 -3.5305 5.2803
H: -2.3815 -3.3253 5.0540
C: -0.0475 -3.4249 2.4306
H: -1.3065 -4.8919 3.3811
H: -2.1836 -3.5550 2.6526
H: 0.6969 -4.2305 2.5167
H: -0.3086 -3.3879 1.3630
O: 1.0592 2.6738 2.2680
C: -0.1583 2.8014 1.9535
N: -0.7183 1.9780 0.9980
S: -2.2049 1.4777 1.4591
O: -3.1516 1.4278 0.3889
O: -1.9135 0.1753 2.1539
C: -2.4018 2.8256 2.5835
C: -3.5213 3.1763 3.3268
C: -3.3888 4.2235 4.2508
C: -2.1518 4.8666 4.4351
C: -1.0363 4.4992 3.6820
C: -1.1971 3.5103 2.7081
H: -4.4551 2.6407 3.1645
H: -4.2531 4.5347 4.8375
H: -2.0646 5.6601 5.1788
H: -0.0541 4.9521 3.8105

multiplicity: 3
orbital gap (alpha / beta): 4.62 / 4.65 eV
charge: -1


Record 2
# C32H49F11N2O10

5 unconnected molecules or ions with the total composition C32H49F11N2O10 at a distorted geometry (wB97M-V/def2-TZVPD, the OMol25 dataset).

Positions of all 104 atoms, in Å:
O: -0.5748 -1.0897 2.0199
C: -0.4699 -0.5471 0.8781
O: -1.4409 0.4216 0.4723
C: -1.0018 1.7835 0.8720
C: -0.8460 2.6611 -0.5024
C: 0.6828 3.2151 -0.5152
N: 1.1175 3.8342 0.6980
C: 2.4930 4.2172 0.5258
C: 3.1852 4.9286 1.7700
C: 4.6741 5.3702 1.7804
C: 5.5612 5.1109 0.5096
C: 4.8983 4.4575 -0.7370
C: 5.8702 4.2295 -2.0037
F: 7.2559 4.4826 -1.6641
F: 5.4276 5.0550 -3.0985
C: 5.8354 2.7091 -2.5592
F: 7.0419 2.3398 -3.2528
F: 5.5168 1.7414 -1.5594
C: 3.3771 4.0172 -0.7277
N: 2.8682 3.4283 -1.9329
C: 1.5063 3.0208 -1.8216
C: 0.8773 2.3398 -3.1516
F: -0.3961 2.9158 -3.5004
F: 1.7510 2.6952 -4.2494
C: 0.8453 0.7347 -3.0521
F: 1.5722 0.3549 -1.8633
F: -0.4557 0.1732 -2.9573
C: 1.5835 -0.0236 -4.2746
F: 1.0232 0.2547 -5.5417
F: 3.0063 0.1247 -4.2413
F: 1.3578 -1.4300 -4.0514
H: 0.3901 -0.8919 0.1816
H: -0.0081 1.6363 1.4178
H: -1.8193 2.1821 1.5613
H: -1.6107 3.5104 -0.4356
H: -1.0629 1.9305 -1.3503
H: 2.5847 5.1423 2.7250
H: 5.0859 5.8797 2.7295
H: 6.6668 5.4139 0.5492
H: 4.9746 2.6715 -3.3316
C: -3.4027 -0.8201 -2.5694
O: -4.0514 0.4325 -2.7439
C: -4.1702 0.7942 -4.1186
C: -5.5865 0.5581 -4.6314
O: -5.8927 -0.8347 -4.6847
C: -6.7128 -1.2493 -3.6009
H: -3.5183 -1.1226 -1.5271
H: -3.8401 -1.5938 -3.2063
H: -2.3382 -0.7214 -2.7887
H: -3.4382 0.2569 -4.7305
H: -3.9465 1.8637 -4.1877
H: -5.6596 0.9378 -5.6567
H: -6.3208 1.0970 -4.0229
H: -7.7306 -0.8713 -3.7398
H: -6.3194 -0.9055 -2.6412
H: -6.7417 -2.3405 -3.5929
C: -0.6503 3.2799 7.0694
O: 0.6575 2.8589 7.4324
C: 1.3521 2.2504 6.3457
C: 2.3734 3.2060 5.7388
O: 1.7329 4.2995 5.0800
C: 1.7675 5.4908 5.8546
H: -1.0448 3.9010 7.8753
H: -0.6435 3.8687 6.1480
H: -1.3011 2.4092 6.9467
H: 0.6521 1.8910 5.5844
H: 1.8824 1.3831 6.7515
H: 2.9497 2.6703 4.9761
H: 3.0771 3.5649 6.4976
H: 2.7831 5.8996 5.8620
H: 1.4328 5.3166 6.8798
H: 1.0993 6.2191 5.3907
C: 0.2352 -6.3372 -3.4006
O: 1.5410 -6.7649 -3.0390
C: 2.2338 -7.3712 -4.1284
C: 3.2588 -6.4167 -4.7309
O: 2.6231 -5.3190 -5.3844
C: 2.6610 -4.1310 -4.6055
H: -0.1572 -5.7182 -2.5919
H: 0.2449 -5.7441 -4.3192
H: -0.4190 -7.2048 -3.5276
H: 1.5327 -7.7244 -4.8916
H: 2.7606 -8.2425 -3.7262
H: 3.8334 -6.9512 -5.4958
H: 3.9636 -6.0641 -3.9701
H: 3.6781 -3.7259 -4.5966
H: 2.3253 -4.3079 -3.5807
H: 1.9965 -3.3996 -5.0664
C: -2.3271 -3.2113 3.0144
O: -2.9402 -4.4618 3.3044
C: -2.8885 -4.7814 4.6926
C: -4.2340 -4.5358 5.3666
O: -4.5429 -3.1433 5.4152
C: -5.4915 -2.7660 4.4273
H: -2.5708 -2.9413 1.9858
H: -2.6903 -2.4207 3.6763
H: -1.2413 -3.2996 3.1056
H: -2.0919 -4.2224 5.1946
H: -2.6495 -5.8473 4.7660
H: -4.1791 -4.8844 6.4041
H: -5.0323 -5.0964 4.8682
H: -6.4819 -3.1442 4.7001
H: -5.2144 -3.1372 3.4378
H: -5.5302 -1.6756 4.3903

structure (SMILES): O=COCCc1nc2cccc(C(F)(F)C(F)F)c2nc1C(F)(F)C(F)(F)C(F)(F)F.COCCOC.COCCOC.COCCOC.COCCOC
orbital gap: 7.05 eV


Record 3
# C32H49F7O26

12 unconnected molecules or ions with the total composition C32H49F7O26 at a distorted geometry (wB97M-V/def2-TZVPD, the OMol25 dataset).

Positions of all 114 atoms, in Å:
C: -0.1487 8.5291 -2.0752
C: -0.5811 8.1973 -3.4433
O: -1.7416 7.4532 -3.2554
C: -1.8215 7.0431 -2.0095
O: -2.7459 6.3165 -1.5316
O: -0.8426 7.5999 -1.3425
F: 0.3225 7.4276 -3.9785
H: -0.5045 9.5072 -1.7513
H: 0.9243 8.5816 -1.8909
H: -0.6933 9.0563 -4.1049
C: -7.5417 1.8857 2.7199
C: -6.5119 1.7317 1.6390
O: -6.6352 0.4061 1.3086
C: -7.0304 -0.2340 2.4774
O: -7.0458 -1.4973 2.6478
O: -7.4158 0.6468 3.3683
F: -5.3395 2.0497 2.2309
H: -8.5498 1.9132 2.3064
H: -7.3339 2.7014 3.4125
H: -6.6751 2.4552 0.8402
C: 0.1476 3.9053 4.7573
C: -0.6210 5.0474 4.0976
O: 0.4399 5.6820 3.4227
C: 1.6547 5.2400 3.8601
O: 2.6954 5.8102 3.6583
O: 1.4962 4.2564 4.7394
F: -1.0857 5.8296 5.0927
H: 0.1157 3.0196 4.1227
H: -0.2112 3.5896 5.7370
H: -1.4933 4.7582 3.5115
C: -2.7893 -0.7334 8.3837
C: -3.8801 -0.1771 7.4890
O: -3.5317 -0.6709 6.2556
C: -2.2547 -0.9369 6.2046
O: -1.6554 -1.1829 5.1586
O: -1.7472 -0.9670 7.4887
F: -3.6729 1.1121 7.4653
H: -3.1954 -1.6525 8.8060
H: -2.4601 -0.1139 9.2179
H: -4.9324 -0.3951 7.6711
C: -1.7723 -5.9161 1.4415
C: -3.1592 -5.4726 0.8666
O: -3.6343 -6.6621 0.2597
C: -2.5827 -7.4673 0.0013
O: -2.7023 -8.4458 -0.7337
O: -1.4257 -6.9918 0.6058
F: -3.0167 -4.4164 0.1255
H: -1.9252 -6.3377 2.4349
H: -1.0067 -5.1411 1.4767
H: -3.8556 -5.3032 1.6879
C: 4.3989 -3.2837 4.7081
C: 3.8925 -2.7805 6.0573
O: 3.1572 -3.8706 6.4014
C: 2.7556 -4.5707 5.3764
O: 1.9125 -5.5085 5.3318
O: 3.3837 -4.1093 4.2294
F: 3.0980 -1.7442 5.9530
H: 5.2976 -3.8826 4.8559
H: 4.7520 -2.5662 3.9675
H: 4.8024 -2.6211 6.6359
C: 6.7626 0.9556 -3.4982
C: 8.2169 0.3936 -3.4753
O: 8.2743 -0.5318 -4.5334
C: 7.0318 -0.9437 -4.8459
O: 6.7490 -1.8748 -5.5983
O: 6.1168 -0.0920 -4.1966
F: 8.3410 -0.1502 -2.2898
H: 6.6605 1.8324 -4.1376
H: 6.4502 1.2147 -2.4866
H: 8.8850 1.2540 -3.4383
C: 0.9005 -0.4960 -0.6539
C: 0.5140 0.6684 -1.4738
C: 0.5917 1.8060 -0.4832
O: 1.7334 1.4591 0.2791
C: 2.0025 0.0904 0.2509
H: 1.2826 -1.3326 -1.2389
H: 0.0893 -0.8451 -0.0150
H: -0.4506 0.6578 -1.9813
H: 1.2435 0.7412 -2.2805
H: -0.3103 1.8668 0.1257
H: 0.7765 2.7826 -0.9307
H: 1.9142 -0.2369 1.2868
H: 3.0022 -0.1713 -0.0957
C: 1.5083 -4.5959 -5.2004
C: 0.5936 -5.5351 -4.5148
C: 0.6850 -6.7168 -5.4372
O: 0.8577 -6.1495 -6.7103
C: 1.3474 -4.8083 -6.6398
H: 2.5400 -4.7392 -4.8792
H: 1.2133 -3.5754 -4.9560
H: -0.3764 -5.0408 -4.5683
H: 0.9290 -5.8132 -3.5157
H: -0.1421 -7.4222 -5.5177
H: 1.5946 -7.2932 -5.2686
H: 0.5841 -4.1040 -6.9707
H: 2.3067 -4.6369 -7.1282
C: 6.6287 1.8554 3.5335
O: 7.5664 0.8295 3.8310
H: 5.7132 1.8298 4.1245
H: 7.0441 2.8528 3.6774
H: 6.3567 1.7531 2.4830
H: 8.4606 1.0167 3.5362
C: -4.3538 -1.4785 -6.4117
O: -4.2368 -1.3957 -7.7760
H: -3.4333 -0.9883 -6.0947
H: -5.2219 -0.9369 -6.0359
H: -4.4301 -2.5186 -6.0949
H: -4.3808 -0.4668 -7.9710
C: -3.7311 3.8717 -6.4160
O: -4.3915 3.1603 -7.4046
H: -4.4239 4.5789 -5.9600
H: -3.4251 3.2001 -5.6138
H: -2.8185 4.3579 -6.7609
H: -4.8189 3.7612 -8.0193

structure (SMILES): O=C1OC[C@@H](F)O1.O=C1OC[C@@H](F)O1.O=C1OC[C@@H](F)O1.O=C1OC[C@@H](F)O1.O=C1OC[C@@H](F)O1.O=C1OC[C@@H](F)O1.O=C1OC[C@@H](F)O1.C1CCOC1.C1CCOC1.CO.CO.CO
orbital gap: 9.03 eV